75
Properties=species:S:1:pos:R:3:forces:R:3:mulliken_charge:R:1 method="wB97M-V/def2-TZVPD" total_charge=+3 relative_energy_kj_mol=220.9
C 2.070 1.546 -2.883 0.17 0.38 -0.35 -1.129
H -5.764 6.936 -2.708 -0.04 -0.28 -0.17 0.303
C -3.830 4.316 -3.809 -0.47 0.29 0.24 -0.238
H -0.858 -0.865 -3.653 -0.04 0.33 -0.20 0.370
H 2.348 2.318 -2.162 -0.17 0.07 -0.19 0.275
H -2.372 -2.654 1.449 -0.21 0.10 0.16 0.391
C -2.194 -1.180 -1.059 0.94 -1.17 -0.06 -0.514
H -2.314 1.241 2.945 0.19 -0.10 0.11 0.361
H -7.535 5.540 -3.841 0.39 -0.12 -0.02 0.369
H -3.537 6.994 -2.169 0.33 -0.37 -0.22 0.303
O 2.147 -2.107 1.382 -0.04 3.44 0.22 -0.125
H -1.904 3.337 -0.353 0.10 0.01 -0.09 0.199
H -0.831 -3.187 2.061 0.10 0.09 0.18 0.308
H -0.256 2.150 3.288 -0.18 0.01 -0.08 0.325
O -3.177 6.169 -2.544 -0.27 0.74 0.39 -0.505
H 5.195 0.767 1.398 -0.35 -0.20 0.42 0.320
P 0.013 2.421 0.854 0.06 0.27 -0.17 0.602
H 2.531 -4.015 1.948 0.24 0.17 -0.03 0.304
H 2.906 -3.342 -0.972 -0.41 0.39 0.21 0.352
H 0.855 -1.226 -3.591 0.15 0.37 -0.05 0.318
H 2.204 3.175 0.157 0.11 -0.03 0.10 0.347
H 0.693 -1.626 3.795 -0.24 -0.18 -0.11 0.330
C -4.190 5.515 -3.183 -0.69 -0.30 -0.24 0.602
H 1.182 4.552 0.538 -0.11 0.05 0.10 0.539
H -2.780 4.026 -3.784 -0.24 0.06 -0.10 0.416
H 0.257 -0.033 -4.773 -0.07 -0.37 -0.30 0.478
H -2.754 -0.942 -0.137 0.06 -0.68 -0.58 0.381
H -3.191 0.240 1.827 -0.03 -0.12 0.00 0.319
H -6.910 3.393 -4.930 0.23 0.21 0.15 0.371
H -0.505 -2.267 -1.952 -1.31 -0.34 0.09 0.414
H -2.256 -0.363 -1.804 -0.15 -0.88 0.02 0.402
H 3.317 -2.732 2.907 0.41 -0.41 -0.10 0.387
C -1.659 -2.501 2.261 -0.07 -0.22 -0.04 -1.298
H 0.487 3.692 2.893 -0.04 0.11 -0.10 0.516
C -0.858 2.227 -2.944 -0.20 0.38 -0.69 -1.461
H 1.420 2.204 2.824 0.16 0.05 -0.06 0.309
H 5.382 0.394 3.155 -0.09 -0.15 -0.31 0.271
C 3.085 -3.074 1.896 0.36 -0.62 0.84 -0.849
H 3.233 -2.462 -2.437 -0.05 0.25 -0.21 0.382
H -0.803 2.460 -4.003 -0.38 0.47 -0.18 0.567
O 3.555 -0.127 2.419 -2.46 -0.36 -2.39 -0.465
H -1.000 -2.838 -0.266 -0.90 0.01 -0.73 0.527
La 0.345 -0.552 -0.310 0.68 1.40 -0.52 0.465
C -2.533 0.203 2.698 -0.37 0.18 0.07 -1.282
H -0.711 3.123 -2.341 0.19 -0.01 -0.18 0.512
C 0.443 2.641 2.615 0.08 -0.13 0.18 -1.218
H -3.091 -0.242 3.521 -0.02 -0.01 0.09 0.520
H -1.555 4.313 1.064 0.24 0.01 0.08 0.482
H 3.985 -3.191 1.257 -0.67 0.28 0.35 0.317
C -6.494 5.206 -3.826 0.22 -0.19 -0.11 -0.523
C 1.193 3.570 0.067 0.27 -0.02 -0.06 -1.316
H -0.573 -0.784 4.700 -0.01 -0.03 0.13 0.522
C -1.582 3.290 0.687 -0.32 -0.20 -0.11 -1.158
O 2.451 -1.235 -0.961 -0.16 0.67 0.45 -0.149
C -5.526 5.988 -3.195 0.94 -0.63 -0.09 -0.605
H -2.124 -2.803 3.200 -0.04 0.01 -0.01 0.464
H 1.015 3.710 -0.997 -0.22 -0.02 -0.01 0.371
H 5.388 -0.938 1.924 0.01 0.37 0.26 0.314
P -1.066 -0.776 2.319 0.24 -0.41 0.10 0.598
H 2.781 0.725 -2.748 -0.29 -0.03 -0.21 0.268
C -4.813 3.548 -4.432 -0.21 0.34 0.15 -0.291
H 2.112 1.944 -3.893 0.52 0.17 -0.16 0.496
P 0.381 0.993 -2.645 -0.07 -0.79 1.46 0.718
P 2.405 -0.450 1.360 3.40 -3.68 2.76 1.286
H -1.856 1.852 -2.699 0.11 -0.08 -0.18 0.430
C 0.011 -0.773 3.783 0.23 0.23 0.20 -1.146
C 0.133 -0.415 -3.761 -0.05 0.05 -0.41 -1.209
C 4.978 0.043 2.201 1.61 -0.12 -0.12 -0.640
C -1.285 -2.214 -1.147 -1.31 0.96 -0.02 -0.832
H -2.373 2.763 1.220 0.04 -0.04 0.09 0.288
H 0.647 0.114 3.787 -0.16 0.12 0.12 0.227
H -4.525 2.609 -4.906 -0.23 0.24 0.01 0.363
C 3.237 -2.366 -1.355 0.61 -0.19 0.33 -1.084
H 4.283 -2.270 -1.041 -0.15 0.24 -0.13 0.316
C -6.142 3.993 -4.440 0.09 -0.05 0.04 -0.581

=====

15
Properties=species:S:1:pos:R:3:forces:R:3:nbo_charge:R:1 method="wB97M-V/def2-TZVPD" relative_energy_kj_mol=189.0
N 0.771 1.997 -0.388 0.45 -1.21 3.81 -0.784
H -0.969 2.973 -0.656 -0.75 0.73 -0.15 0.132
H -2.880 -1.178 0.336 2.05 -0.29 -0.95 0.474
O 2.231 -0.125 0.557 -0.81 -2.27 0.38 -0.971
H -0.268 -2.797 -0.103 2.23 -0.55 -0.69 0.504
H 2.463 -1.105 0.644 -0.38 1.95 -0.15 0.497
H 1.361 1.825 0.471 -0.90 -1.04 -1.22 0.423
O -1.398 1.231 0.398 5.09 5.11 -2.03 -0.672
C -0.549 2.140 -0.137 -4.13 -4.75 1.02 0.537
H 0.818 -2.732 -1.201 0.19 0.77 -1.91 0.464
H -1.560 -0.404 0.085 -0.12 -0.08 0.01 0.496
O 0.688 -3.082 -0.353 -2.53 0.01 2.64 -0.970
H 1.242 -0.164 0.598 1.19 -0.13 -0.15 0.476
O -1.965 -1.274 -0.088 -1.88 -0.22 0.88 -0.992
H 1.248 2.757 -0.756 0.28 1.97 -1.50 0.388

=====

49
Properties=species:S:1:pos:R:3:forces:R:3:nbo_charge:R:1 method="wB97M-V/def2-TZVPD" total_charge=+1 relative_energy_kj_mol=92.7
H -3.670 -1.254 1.656 0.37 0.08 -0.44 0.235
C 1.271 1.325 2.590 0.81 0.23 -0.34 -0.240
C 2.705 0.868 2.843 0.63 -0.45 0.63 -0.417
H -2.958 3.986 1.837 0.24 0.44 0.03 0.230
C -1.611 1.333 2.121 -2.08 2.43 -0.20 -0.339
F -2.595 6.478 2.676 1.23 -1.02 -0.83 -0.325
C -1.410 2.152 0.756 3.76 1.05 -2.28 -0.225
F -3.240 -0.707 -2.714 -0.19 1.79 0.80 -0.321
H 3.270 -1.162 2.235 -0.37 0.06 0.17 0.235
H 3.125 1.343 3.742 -0.25 -0.16 -0.26 0.235
C 0.661 5.421 1.382 -0.15 -0.19 0.19 -0.184
H 1.225 1.733 1.576 -0.42 -0.18 0.26 0.233
H -3.697 -0.885 3.285 0.21 0.39 0.17 0.226
N 0.439 0.116 2.714 -1.50 -0.06 -0.43 -0.262
H -1.366 0.239 -1.189 -0.57 0.35 0.07 0.228
H -0.483 1.673 0.363 -0.33 0.49 -0.10 0.219
F -5.762 3.125 -1.430 2.04 -0.33 -0.21 -0.314
H 1.118 3.579 0.406 -0.76 0.24 0.16 0.212
H 0.915 -1.598 3.918 -0.27 0.29 -0.06 0.237
H 3.374 1.148 2.023 -0.29 -0.08 0.11 0.235
C -4.528 2.491 -1.465 -0.71 -0.63 0.18 0.428
C 0.300 4.175 0.856 0.26 -0.62 -0.26 -0.233
H 1.058 -1.844 2.185 -0.31 0.11 -0.10 0.232
H -0.082 7.184 2.408 -0.15 -0.23 -0.06 0.250
C -0.850 0.114 2.488 2.11 -0.85 0.05 0.519
C -3.432 2.970 -0.750 -0.09 -0.40 1.12 -0.291
C -0.314 6.207 1.990 -0.92 -0.16 -0.11 -0.267
H -3.541 3.954 -0.277 0.14 -0.62 -0.09 0.250
C -3.114 -0.670 2.386 -0.25 -0.55 0.45 -0.406
H -1.602 -1.721 3.565 0.52 0.67 -0.55 0.270
H -5.351 0.846 -2.629 -0.28 0.06 -0.04 0.263
H -1.383 2.249 2.790 -0.51 -2.00 -0.04 0.298
H 1.713 5.765 1.416 -0.82 -0.34 -0.35 0.237
H -3.770 1.339 2.770 0.77 -0.09 -0.81 0.243
C -3.326 0.516 -2.060 0.51 -0.59 0.21 0.424
H 3.147 -0.979 3.962 -0.15 0.07 -0.03 0.239
C -1.972 4.413 1.634 -0.06 1.09 0.16 -0.271
C -1.020 3.658 0.970 0.83 -0.98 1.33 -0.022
C -1.623 5.703 2.052 -0.43 0.56 0.83 0.403
H 0.961 2.111 3.286 -0.25 -0.26 -0.06 0.242
C 1.215 -1.120 2.982 0.31 -0.13 0.12 -0.237
C -3.069 0.833 2.052 -1.65 0.14 0.73 -0.423
H -3.442 1.001 1.014 0.03 -0.22 1.17 0.247
H -1.393 -1.908 1.813 0.26 0.59 0.35 0.268
C -2.238 0.910 -1.257 -0.43 -0.31 0.18 -0.298
C -2.344 2.067 -0.456 -1.36 -0.51 -0.80 0.009
C -4.511 1.237 -2.085 0.61 0.02 -0.40 -0.338
C -1.658 -1.167 2.599 -0.95 0.16 -0.35 -0.510
C 2.671 -0.691 3.025 0.84 0.63 -0.23 -0.420

=====

10
Properties=species:S:1:pos:R:3:forces:R:3:nbo_charge:R:1 method="wB97M-V/def2-TZVPD" total_charge=-1 s2=2.02 relative_energy_kj_mol=140.2 multiplicity=3
H -0.580 -0.468 0.967 0.44 0.93 -0.55 0.161
N 1.634 1.601 -0.448 -1.35 -0.97 0.00 -0.591
C 0.317 1.143 -0.483 1.84 3.85 -2.00 -0.187
C 0.809 -1.209 3.166 0.59 -0.49 1.02 1.014
H -0.419 1.658 -1.095 0.10 -0.32 0.29 0.173
O 0.135 -0.376 3.535 -2.46 3.17 0.12 -0.541
O 1.455 -0.149 0.857 0.32 -2.43 2.54 -0.606
C 2.383 0.735 0.305 0.05 1.92 -1.43 0.145
O 1.462 -2.139 3.162 2.02 -2.71 -1.14 -0.537
C 0.215 0.045 0.401 -1.56 -2.94 1.15 -0.031